(w)
{
  "formula": "C6H14N2O2",
  "method": "wB97M-V/def2-TZVPD",
  "species": ["C", "C", "C", "C", "C", "C", "H", "H", "H", "H", "H", "H", "H", "H", "H", "H", "H", "H", "H", "H", "N", "N", "O", "O"],
  "coordinates": [[2.365, -1.503, -0.725], [2.944, -0.227, -0.097], [1.953, 2.048, 0.371], [-0.918, -0.924, 1.244], [-1.626, -0.078, 0.331], [-3.730, 0.449, -0.754], [3.251, -1.794, -1.490], [1.318, -1.412, -1.062], [2.407, -2.307, 0.052], [1.137, 0.267, -0.446], [2.910, 1.958, 1.015], [2.073, 2.589, -0.644], [0.974, 2.460, 0.853], [-1.591, -1.019, 2.078], [0.201, -0.622, 1.546], [-0.772, -1.877, 0.503], [-3.396, -0.552, 1.085], [-3.136, 0.806, -1.643], [-4.163, -0.417, -1.257], [-4.336, 1.265, -0.554], [1.954, 0.604, 0.054], [-2.925, -0.197, 0.218], [4.171, -0.012, -0.073], [-1.067, 0.493, -0.603]],
  "smiles": "CNC(C)=O.CNC(C)=O",
  "homo_lumo_gap_ev": 9.63
}

---

(x)
{
  "formula": "C6H14N2O2",
  "method": "wB97M-V/def2-TZVPD",
  "species": ["C", "C", "C", "O", "N", "H", "H", "H", "H", "H", "H", "H", "C", "C", "C", "O", "N", "H", "H", "H", "H", "H", "H", "H"],
  "coordinates": [[-2.956, -0.752, -0.465], [-1.120, 0.140, 2.682], [-2.238, -0.414, 1.813], [-3.345, -0.685, 2.242], [-1.907, -0.613, 0.507], [-1.021, -0.364, 0.081], [-3.742, -1.359, -0.078], [-1.102, 1.229, 2.634], [-3.391, 0.170, -0.830], [-2.626, -1.222, -1.387], [-1.392, -0.135, 3.687], [-0.181, -0.249, 2.287], [1.416, -0.162, -2.785], [2.866, 0.911, 0.537], [1.409, 0.286, -1.345], [0.388, 0.664, -0.787], [2.624, 0.329, -0.759], [0.464, 0.097, -3.240], [3.400, -0.141, -1.194], [1.928, 1.241, 0.982], [2.220, 0.257, -3.363], [1.428, -1.236, -2.932], [3.350, 0.250, 1.243], [3.527, 1.758, 0.472]],
  "smiles": "CNC(C)=O.CNC(C)=O",
  "homo_lumo_gap_ev": 9.47
}

---

Which of them is the most stable, and which is the least stable? (x) and (w), in that order.

---

(w)
{
  "formula": "C6H14N2O2",
  "method": "wB97M-V/def2-TZVPD",
  "species": ["C", "C", "C", "O", "N", "H", "H", "H", "H", "H", "H", "H", "C", "C", "C", "O", "N", "H", "H", "H", "H", "H", "H", "H"],
  "coordinates": [[0.941, 2.128, 1.094], [-2.089, 0.436, 2.605], [-0.378, 1.416, 1.146], [-1.094, 1.268, 0.170], [-0.779, 1.036, 2.384], [1.208, 2.278, 0.039], [-0.208, 1.220, 3.190], [-2.012, -0.198, 3.489], [0.922, 3.138, 1.489], [1.786, 1.523, 1.413], [-2.858, 1.194, 2.732], [-2.281, -0.313, 1.841], [-1.009, -2.051, -1.159], [2.142, -0.381, -2.453], [1.208, -1.485, -1.981], [1.559, -2.649, -2.050], [-0.043, -1.108, -1.651], [-0.242, -0.139, -1.438], [-1.989, -1.590, -1.294], [3.130, -0.687, -2.115], [-1.050, -2.977, -1.717], [-0.954, -2.306, -0.096], [2.181, -0.379, -3.537], [1.909, 0.623, -2.100]],
  "smiles": "CNC(C)=O.CNC(C)=O",
  "homo_lumo_gap_ev": 9.90
}

---

(x)
{
  "formula": "C6H14N2O2",
  "method": "wB97M-V/def2-TZVPD",
  "species": ["C", "C", "C", "C", "O", "H", "H", "H", "H", "H", "H", "H", "H", "C", "C", "N", "O", "N", "H", "H", "H", "H", "H", "H"],
  "coordinates": [[0.394, -1.472, 0.048], [2.033, 1.214, -1.005], [0.422, -1.564, 1.566], [1.017, 1.523, 0.063], [1.259, 2.418, 0.884], [0.034, -2.425, -0.362], [1.419, -1.412, -0.328], [3.025, 1.200, -0.544], [1.908, 0.254, -1.495], [2.004, 2.006, -1.759], [0.937, -0.703, 2.003], [0.963, -2.464, 1.876], [-0.582, -1.622, 1.994], [-2.041, -0.786, -0.401], [-0.578, -0.346, -0.561], [-1.182, 1.449, 1.039], [-0.355, -0.276, -1.959], [-0.290, 0.981, 0.003], [-0.756, 0.562, -2.246], [-0.594, 1.978, 1.700], [-1.772, 2.167, 0.615], [-2.325, -0.926, 0.645], [-2.224, -1.719, -0.944], [-2.716, -0.037, -0.833]],
  "smiles": "CC[C@](C)(O)N(N)C(C)=O",
  "homo_lumo_gap_ev": 9.95
}

---

Which of them is the most stable, and which is the least stable? (w) and (x), in that order.

---

(w)
{
  "formula": "C6H14N2O2",
  "method": "wB97M-V/def2-TZVPD",
  "species": ["C", "C", "C", "O", "N", "H", "H", "H", "H", "H", "H", "H", "C", "C", "C", "O", "N", "H", "H", "H", "H", "H", "H", "H"],
  "coordinates": [[0.059, 1.267, -3.411], [0.134, 2.629, 0.126], [-0.016, 1.271, -1.903], [-0.430, 0.294, -1.305], [0.243, 2.469, -1.315], [0.693, 0.394, -3.643], [0.706, 3.288, -1.706], [0.343, 3.650, 0.430], [-0.901, 0.938, -3.820], [0.403, 2.194, -3.816], [-0.895, 2.256, 0.453], [0.938, 2.070, 0.629], [1.584, -0.701, 1.998], [-1.651, -2.075, 0.745], [-0.390, -1.981, 1.565], [-0.238, -2.550, 2.621], [0.563, -1.143, 1.024], [0.403, -0.553, 0.223], [2.171, 0.073, 1.560], [-2.214, -1.165, 0.985], [1.184, -0.644, 3.040], [2.279, -1.570, 2.122], [-1.654, -1.983, -0.354], [-2.411, -2.767, 1.107]],
  "smiles": "CNC(C)=O.CNC(C)=O",
  "homo_lumo_gap_ev": 9.49
}

---

(x)
{
  "formula": "C6H14N2O2",
  "method": "wB97M-V/def2-TZVPD",
  "species": ["C", "C", "C", "O", "N", "H", "H", "H", "H", "H", "H", "H", "C", "C", "C", "O", "N", "H", "H", "H", "H", "H", "H", "H"],
  "coordinates": [[-0.462, -3.021, -0.590], [2.107, -0.305, -1.129], [0.666, -2.255, -1.226], [1.131, -2.572, -2.301], [1.040, -1.095, -0.585], [-0.334, -4.083, -0.765], [0.900, -1.127, 0.413], [2.000, -0.315, -2.213], [-0.615, -2.845, 0.473], [-1.363, -2.701, -1.114], [2.120, 0.708, -0.738], [3.093, -0.741, -0.979], [-0.049, 3.041, -0.147], [-1.639, 0.311, 1.896], [-1.333, 1.705, 1.429], [-1.735, 2.708, 1.983], [-0.609, 1.762, 0.263], [-0.069, 0.940, 0.035], [0.816, 2.857, -0.779], [-0.766, -0.346, 1.903], [-0.786, 3.660, -0.652], [0.324, 3.589, 0.711], [-2.086, 0.279, 2.884], [-2.350, -0.155, 1.228]],
  "smiles": "CNC(C)=O.CNC(C)=O",
  "homo_lumo_gap_ev": 10.37
}

---

(y)
{
  "formula": "C6H14N2O2",
  "method": "wB97M-V/def2-TZVPD",
  "species": ["C", "C", "C", "O", "N", "H", "H", "H", "H", "H", "H", "H", "C", "C", "C", "O", "N", "H", "H", "H", "H", "H", "H", "H"],
  "coordinates": [[1.548, 1.148, 1.601], [2.384, -0.448, -1.723], [2.358, 0.584, -0.655], [3.198, 1.477, -0.615], [1.471, 0.389, 0.348], [0.637, -0.170, 0.247], [1.547, 0.473, 2.448], [1.911, -0.067, -2.645], [2.450, 1.749, 1.467], [0.764, 1.909, 1.643], [3.357, -0.685, -2.152], [1.854, -1.375, -1.506], [-2.697, -1.201, 1.701], [-1.328, 0.351, -1.485], [-1.722, -0.928, 0.558], [-0.897, -1.781, 0.277], [-1.901, 0.226, -0.136], [-2.804, -2.272, 1.819], [-2.426, 0.997, 0.232], [-2.068, 0.827, -2.129], [-2.358, -0.707, 2.611], [-3.662, -0.762, 1.437], [-0.401, 0.915, -1.447], [-1.216, -0.649, -1.896]],
  "smiles": "CNC(C)=O.CNC(C)=O",
  "homo_lumo_gap_ev": 9.90
}

---

Which of them is the most stable, and which is the least stable? (x) and (w), in that order.

---

(w)
{
  "formula": "C3H6NO2",
  "method": "wB97M-V/def2-TZVPD",
  "species": ["C", "C", "N", "H", "H", "H", "H", "H", "O", "C", "O", "H"],
  "coordinates": [[-1.038, -1.406, 0.132], [-0.690, 0.491, -1.130], [-1.469, -0.035, -0.278], [-1.456, -1.475, 1.138], [0.048, -1.453, 0.140], [-1.519, -2.191, -0.453], [-0.767, 1.541, -1.388], [0.029, -0.148, -1.641], [2.113, 0.106, 0.348], [1.726, 1.189, 0.856], [2.138, 2.340, 0.675], [0.883, 1.042, 1.601]],
  "homo_lumo_gap_ev": 8.05,
  "charge": -1
}

---

(x)
{
  "formula": "C3H6NO2",
  "method": "wB97M-V/def2-TZVPD",
  "species": ["O", "C", "N", "C", "O", "C", "H", "H", "H", "H", "H", "H"],
  "coordinates": [[0.394, -0.858, -2.840], [0.077, -0.380, -1.661], [-0.648, 0.635, -1.374], [-0.219, 1.467, 2.373], [-0.260, 0.989, 3.519], [0.383, -1.390, -0.517], [-0.728, 1.226, -2.219], [0.055, 2.541, 2.271], [-0.639, 0.952, 1.393], [-0.466, -2.017, -0.215], [0.989, -0.881, 0.280], [1.062, -2.282, -1.010]],
  "homo_lumo_gap_ev": 7.21,
  "charge": -1
}

---

(y)
{
  "formula": "C3H6NO2",
  "method": "wB97M-V/def2-TZVPD",
  "species": ["C", "C", "C", "N", "O", "O", "H", "H", "H", "H", "H", "H"],
  "coordinates": [[-0.397, 0.236, 0.000], [0.820, -1.392, 0.221], [0.491, 1.404, -0.334], [-1.648, -0.058, 0.164], [-2.496, 0.893, 0.342], [-1.958, -1.286, 0.291], [0.418, -2.160, -0.358], [1.897, -1.016, -0.175], [0.908, -1.627, 1.252], [-0.164, 2.284, -0.303], [0.791, 1.366, -1.427], [1.339, 1.356, 0.327]],
  "homo_lumo_gap_ev": 6.94,
  "charge": -1
}

---

(z)
{
  "formula": "C3H6NO2",
  "method": "wB97M-V/def2-TZVPD",
  "species": ["O", "C", "C", "N", "C", "O", "H", "H", "H", "H", "H", "H"],
  "coordinates": [[1.068, -2.289, -0.556], [0.286, -1.495, -0.078], [-0.249, -0.317, -0.905], [0.058, 1.048, -0.547], [-0.128, 1.190, 0.913], [0.870, 0.658, 1.637], [-0.109, -1.792, 0.906], [0.024, -0.689, -1.903], [-1.342, -0.440, -0.866], [1.040, 1.164, -0.776], [-0.392, 2.253, 1.072], [-1.126, 0.708, 1.102]],
  "smiles": "O=CCNC[O-]",
  "homo_lumo_gap_ev": 7.08,
  "charge": -1
}

---

Which of them is the most stable, and which is the least stable? (w) and (y), in that order.

---

(w)
{
  "formula": "C3H6NO2",
  "method": "wB97M-V/def2-TZVPD",
  "species": ["C", "N", "C", "C", "O", "O", "H", "H", "H", "H", "H", "H"],
  "coordinates": [[-2.581, 1.805, 0.592], [-1.062, 1.772, 0.795], [-1.257, 0.456, 0.276], [1.972, -1.104, -0.345], [1.683, -0.807, -1.532], [1.794, -2.231, 0.210], [-3.093, 2.784, 0.751], [-2.947, 1.719, -0.477], [-3.056, 1.120, 1.284], [2.447, -0.337, 0.373], [-1.268, 0.252, -0.896], [-1.259, -0.581, 0.835]],
  "homo_lumo_gap_ev": 6.69,
  "charge": -1
}

---

(x)
{
  "formula": "C3H6NO2",
  "method": "wB97M-V/def2-TZVPD",
  "species": ["C", "N", "C", "C", "O", "O", "H", "H", "H", "H", "H", "H"],
  "coordinates": [[-0.418, 1.187, 0.949], [0.576, 0.179, 0.654], [0.003, -0.978, 0.029], [0.275, -0.850, -1.509], [0.239, -1.917, -2.101], [0.509, 0.288, -1.961], [-0.998, 1.451, 0.153], [0.173, 2.186, 1.168], [-1.098, 0.969, 1.883], [1.363, 0.490, 0.058], [-1.048, -1.029, 0.237], [0.422, -1.974, 0.441]],
  "smiles": "CNCC(=O)[O-]",
  "homo_lumo_gap_ev": 7.84,
  "charge": -1
}

---

Which of them is the most stable, and which is the least stable? (x) and (w), in that order.

---

(w)
{
  "formula": "C3H6NO2",
  "method": "wB97M-V/def2-TZVPD",
  "species": ["O", "C", "N", "C", "O", "C", "H", "H", "H", "H", "H", "H"],
  "coordinates": [[-1.816, 0.018, 1.154], [-0.808, -0.532, 0.755], [0.206, 0.109, 0.181], [1.146, 1.481, -0.776], [1.967, 1.137, -1.757], [-0.849, -2.000, 0.508], [1.032, -0.361, -0.175], [0.165, 2.031, -0.758], [1.768, 1.714, 0.108], [-0.072, -2.328, 1.110], [-0.712, -2.496, -0.515], [-1.763, -2.258, 0.871]],
  "homo_lumo_gap_ev": 8.25,
  "charge": -1
}

---

(x)
{
  "formula": "C3H6NO2",
  "method": "wB97M-V/def2-TZVPD",
  "species": ["C", "C", "N", "H", "H", "H", "H", "H", "O", "C", "O", "H"],
  "coordinates": [[0.350, 2.059, -2.599], [0.030, 1.016, -1.814], [0.455, 0.636, -0.609], [1.259, 2.609, -2.378], [-0.261, 2.224, -3.472], [-0.716, 0.341, -2.217], [1.300, 1.104, -0.294], [0.265, -0.128, 0.096], [0.776, -0.979, 1.422], [-0.304, -1.623, 1.662], [-1.388, -1.207, 2.035], [-0.140, -2.721, 1.460]],
  "homo_lumo_gap_ev": 8.23,
  "charge": -1
}

---

(y)
{
  "formula": "C3H6NO2",
  "method": "wB97M-V/def2-TZVPD",
  "species": ["C", "C", "N", "H", "H", "H", "H", "H", "O", "C", "O", "H"],
  "coordinates": [[0.421, -1.746, -1.391], [-0.248, -1.383, -0.278], [-1.122, -0.255, -0.286], [0.535, -0.967, -2.164], [0.919, -2.665, -1.665], [-0.408, -2.171, 0.512], [-1.461, 0.062, -1.188], [-0.893, 0.568, 0.270], [-0.129, 1.192, 2.010], [0.603, 2.068, 1.527], [0.321, 2.801, 0.527], [1.461, 2.496, 2.126]],
  "homo_lumo_gap_ev": 8.26,
  "charge": -1
}

---

(z)
{
  "formula": "C3H6NO2",
  "method": "wB97M-V/def2-TZVPD",
  "species": ["C", "C", "C", "N", "O", "O", "H", "H", "H", "H", "H", "H"],
  "coordinates": [[-0.691, -0.105, 1.177], [0.201, 0.315, -0.005], [-0.320, 1.003, -1.178], [1.667, -1.426, 0.033], [1.167, -2.324, -0.688], [0.116, 1.040, 1.221], [-1.755, 0.144, 1.298], [-0.214, -0.978, 1.756], [-0.177, 2.210, -1.133], [-1.440, 0.900, -1.375], [0.214, 0.643, -2.083], [1.233, -1.423, 0.976]],
  "homo_lumo_gap_ev": [6.20, 6.21],
  "charge": -1
}

---

Which of them is the most stable, and which is the least stable? (x) and (z), in that order.

---

(w)
{
  "formula": "CH4IPS2",
  "method": "wB97M-V/def2-TZVPD",
  "species": ["C", "P", "S", "S", "I", "H", "H", "H", "H"],
  "coordinates": [[2.147, 0.612, 0.191], [-2.655, -0.398, -0.470], [1.231, 0.720, 1.513], [-1.090, -0.562, 1.035], [3.383, -1.128, 0.014], [2.026, 1.229, -0.652], [-1.720, -0.119, -1.423], [-3.115, 0.991, -0.241], [-0.207, -1.345, 0.034]],
  "homo_lumo_gap_ev": 7.68
}

---

(x)
{
  "formula": "CH4IPS2",
  "method": "wB97M-V/def2-TZVPD",
  "species": ["C", "P", "S", "S", "I", "H", "H", "H", "H"],
  "coordinates": [[-3.168, -1.588, -1.326], [-0.435, 1.299, -0.802], [-2.316, -0.945, -2.507], [1.058, -0.001, -0.226], [-4.178, -0.348, 0.111], [-3.257, -2.652, -1.158], [-0.664, 0.851, -2.131], [0.642, 2.234, -0.966], [0.104, -1.023, 0.229]],
  "homo_lumo_gap_ev": 7.85
}

---

Which of them is the most stable, and which is the least stable? (x) and (w), in that order.

---

(w)
{
  "formula": "C2H4N2S",
  "method": "wB97M-V/def2-TZVPD",
  "species": ["C", "C", "N", "N", "S", "H", "H", "H", "H"],
  "coordinates": [[-0.831, -1.179, -0.282], [0.062, -0.257, 0.245], [-1.565, -1.980, -0.628], [1.358, -0.305, -0.144], [-1.314, 1.661, -0.429], [0.028, 0.044, 1.240], [1.569, -0.830, -0.969], [1.889, 0.424, 0.286], [-1.196, 2.421, 0.682]],
  "homo_lumo_gap_ev": 8.21
}

---

(x)
{
  "formula": "C2H4N2S",
  "method": "wB97M-V/def2-TZVPD",
  "species": ["C", "C", "H", "H", "H", "H", "N", "N", "S"],
  "coordinates": [[1.241, 1.261, -0.334], [-1.176, -1.186, -0.020], [1.420, 1.555, 0.700], [1.707, 1.811, -1.135], [0.066, -0.187, 1.289], [-1.188, -1.402, -1.097], [0.439, 0.339, -0.675], [-0.219, -0.336, 0.294], [-2.289, -1.855, 0.978]],
  "smiles": "C=NNC=S",
  "homo_lumo_gap_ev": 8.90
}

---

Which of them is the most stable, and which is the least stable? (x) and (w), in that order.